*w*
A 2-piece molecular cluster, C6H13NO overall, computed with wB97M-V/def2-TZVPD.

## Properties
Orbital gap   3.30 eV
Molecular weight   115.2 g mol⁻¹
Spin multiplicity   1
HOMO energy   -6.5 eV

CARTESIAN COORDINATES (ANGSTROEM)
1 C -1.9824 0.9382 0.9960
2 C -1.8307 1.4352 -0.8092
3 C -0.4766 1.3534 -1.2125
4 C 0.5962 -2.8843 0.3843
5 C 1.3111 -1.7527 0.9782
6 N 1.0392 -0.4092 0.5122
7 C 2.1538 0.2505 -0.1400
8 O 2.2869 -1.8751 1.7408
9 H -0.9719 1.3905 1.1746
10 H -2.1808 -0.1043 0.8978
11 H -2.8190 1.5492 1.4259
12 H -2.4334 2.4172 -0.8196
13 H -2.4605 0.6706 -1.2819
14 H -0.0781 2.3606 -1.3429
15 H -0.3331 0.4142 -1.8306
16 H -0.1281 -2.5935 -0.3837
17 H 0.7965 -3.7839 0.8249
18 H 0.2635 -0.3766 -0.2250
19 H 1.9650 1.3436 -0.1494
20 H 2.3405 -0.1896 -1.1395
21 H 2.9418 -0.1539 0.3995

=====

*x*
A 2-piece molecular cluster, C6H13NO overall, computed with wB97M-V/def2-TZVPD.

## Properties
Orbital gap   4.73 eV
Molecular weight   115.2 g mol⁻¹
Spin multiplicity   1
HOMO energy   -7.8 eV

CARTESIAN COORDINATES (ANGSTROEM)
1 C 0.0704 1.8385 -1.0320
2 N 1.0627 0.7968 -1.3698
3 C 0.6329 -0.5589 -0.8864
4 C -0.7578 -0.6625 2.0676
5 C -1.2322 -1.1619 0.5952
6 C -1.9335 -0.1016 0.0057
7 C -0.9023 -0.7664 -0.9240
8 H -0.7865 1.7491 -1.7020
9 H 0.4998 2.8367 -1.1537
10 H -0.3205 1.8037 -0.0112
11 H 1.8879 0.9589 -0.7859
12 H 1.2281 -1.2493 -1.4836
13 H 0.9315 -0.7859 0.1748
14 H -1.2211 0.3180 2.1371
15 H 0.3087 -0.5088 2.2632
16 H -0.7087 -2.1243 0.5511
17 H -2.8098 0.0191 -0.6135
18 H -1.2219 -1.5502 -1.6144
19 H 3.0750 0.1159 1.1235
20 H -1.3038 -1.2825 2.7953
21 O 2.1246 0.2676 1.1475

=====

*y*
A 2-piece molecular cluster, C6H13NO overall, computed with wB97M-V/def2-TZVPD.

## Properties
SMILES string   CC=C(C)C.NC=O
Orbital gap   9.57 eV
Molecular weight   115.2 g mol⁻¹
Spin multiplicity   1
HOMO energy   -8.7 eV

CARTESIAN COORDINATES (ANGSTROEM)
1 C -0.2298 -0.7232 -0.4437
2 C -1.1334 -0.2868 0.4421
3 C -0.1371 -0.2894 -1.8766
4 C 0.6714 -1.8788 -0.1104
5 C -2.1676 0.7747 0.2429
6 N 1.3503 1.0048 1.7501
7 C 1.6389 1.3310 0.4574
8 O 2.5875 0.9085 -0.1587
9 H -1.1850 -0.7754 1.4089
10 H 1.8483 0.2275 2.1565
11 H 0.6377 1.4832 2.2729
12 H 1.0162 2.1706 0.0975
13 H -0.8322 0.5076 -2.1223
14 H -0.3320 -1.1328 -2.5391
15 H 0.8768 0.0573 -2.0764
16 H 1.7090 -1.5824 -0.2637
17 H 0.4705 -2.7267 -0.7650
18 H 0.5453 -2.2035 0.9205
19 H -2.1849 1.4520 1.0972
20 H -1.9933 1.3621 -0.6536
21 H -3.1566 0.3198 0.1636

=====

Of them, *x* has the lowest stability.

=====

*w*
One molecule with the formula C6H13NO, computed with wB97M-V/def2-TZVPD.

## Properties
SMILES string   CCN(CC)C(C)=O
Orbital gap   9.34 eV
Molecular weight   115.2 g mol⁻¹
Spin multiplicity   1
HOMO energy   -8.3 eV

CARTESIAN COORDINATES (ANGSTROEM)
1 C 0.7930 -0.6393 -1.8185
2 C 0.5269 -0.8791 -0.3235
3 N -0.1123 0.2059 0.3555
4 C -1.5618 0.1892 0.5629
5 C -2.3360 -0.3707 -0.6003
6 C 0.7662 0.9451 1.2504
7 C 1.4950 2.1156 0.5227
8 O 0.6562 -1.9577 0.1855
9 H 0.8505 0.4093 -2.0996
10 H -0.0083 -1.1202 -2.3750
11 H 1.7408 -1.0918 -2.1204
12 H -1.8843 -0.4619 1.4029
13 H -1.8272 1.2066 0.8564
14 H -2.2215 -1.4556 -0.6656
15 H -3.3950 -0.1604 -0.5640
16 H -1.9205 0.0088 -1.5326
17 H 0.1800 1.4232 2.0318
18 H 1.5060 0.2370 1.6315
19 H 2.1634 1.7131 -0.2431
20 H 0.7232 2.7205 0.0573
21 H 2.1144 2.7008 1.2034

=====

*x*
One molecule with the formula C6H13NO, computed with wB97M-V/def2-TZVPD.

## Properties
SMILES string   [H]/N=C(\C)C(C)(C)CO
Orbital gap   10.19 eV
Molecular weight   115.2 g mol⁻¹
Spin multiplicity   1
HOMO energy   -9.5 eV

CARTESIAN COORDINATES (ANGSTROEM)
1 C -0.7510 1.5307 0.1867
2 C -0.0257 0.4595 -1.9688
3 C -0.2470 0.2437 -0.4621
4 C -1.1181 -0.9839 -0.2634
5 O -1.9060 -0.9617 0.8891
6 H -2.4280 -1.7795 0.9175
7 H -1.7171 -1.2684 -1.1306
8 H -1.6730 1.8657 -0.2990
9 H 0.0043 2.3177 0.0953
10 H -0.9793 1.4088 1.2482
11 H 0.2665 -0.4685 -2.4696
12 H 0.7765 1.1804 -2.1466
13 H -0.9485 0.8107 -2.4439
14 C 1.1261 -0.3937 1.7298
15 C 1.0725 -0.3019 0.2099
16 N 2.1945 -0.1263 -0.4506
17 H 2.9889 -0.5222 0.0604
18 H -0.0947 -1.7148 -0.0207
19 H 0.1438 -0.3548 2.1996
20 H 1.5706 -1.3569 1.9927
21 H 1.7447 0.4151 2.1259

=====

Of them, *x* has the lowest stability.

=====

*w*
A 14-piece molecular cluster, H28O14 overall, computed with wB97M-V/def2-TZVPD.

## Properties
Orbital gap   9.58 eV
Molecular weight   252.2 g mol⁻¹
Spin multiplicity   1
HOMO energy   -10.6 eV

CARTESIAN COORDINATES (ANGSTROEM)
1 H -0.9494 -0.0134 0.6860
2 H 0.6654 0.0941 0.5926
3 H -0.3318 3.1430 -1.9565
4 H -0.2113 1.8607 -1.1904
5 H 0.7490 -2.9526 -0.1075
6 H 1.3697 -2.1185 1.1838
7 H 1.2553 0.2423 -1.2044
8 H 1.9527 1.2626 -0.2570
9 H -4.3416 3.2690 -1.0278
10 H -3.0585 2.8625 -1.7017
11 H 4.7396 2.2652 -0.3569
12 H 3.2799 2.1293 0.0751
13 H 1.3603 3.9629 2.2432
14 H -0.0596 3.4745 2.0621
15 H -0.8694 -1.8231 3.8617
16 H -0.6665 -0.3902 3.7235
17 H -4.7776 0.9142 1.5794
18 H -4.4895 -0.3572 2.1830
19 H -0.4883 -3.6624 -2.5985
20 H 0.7943 -4.0660 -3.3039
21 H -3.2283 -0.0602 -1.9664
22 H -4.4078 -0.2097 -2.7079
23 H 5.0543 -1.5040 -0.5161
24 H 4.0610 -0.3336 -0.6419
25 H -1.7425 -3.2740 0.2021
26 H -1.9629 -4.7453 0.8153
27 H 3.2752 -0.1604 1.8163
28 H 2.6454 -0.2586 0.4457
29 O -0.2009 -0.0299 0.0809
30 O -0.2295 2.1539 -2.0974
31 O 0.8352 -2.8653 0.9174
32 O 2.1146 0.5572 -0.9498
33 O -3.8008 3.3979 -1.8697
34 O 3.9073 2.7505 -0.3018
35 O 0.4714 4.2649 1.9364
36 O -0.7118 -1.1542 3.1915
37 O -5.2461 0.2137 1.9405
38 O 0.4040 -3.3413 -2.7427
39 O -3.5920 -0.6492 -2.6967
40 O 4.3816 -1.0329 -1.1074
41 O -1.4216 -3.8784 0.8436
42 O 3.4712 0.0620 0.9224

=====

*x*
A 14-piece molecular cluster, H28O14 overall, computed with wB97M-V/def2-TZVPD.

## Properties
Orbital gap   10.67 eV
Molecular weight   252.2 g mol⁻¹
Spin multiplicity   1
HOMO energy   -10.8 eV

CARTESIAN COORDINATES (ANGSTROEM)
1 O -23.3001 -2.7855 5.6539
2 H -23.2009 -1.8487 5.8309
3 H -24.0609 -2.8799 5.0486
4 O -23.1141 -2.1878 0.2336
5 H -22.2826 -1.8565 0.5000
6 H -23.8034 -2.0039 0.9354
7 O -20.4612 -1.7183 0.4326
8 H -19.9861 -1.8392 -0.3568
9 H -20.2471 -0.8468 0.8073
10 O -22.8789 -0.4670 2.6347
11 H -23.4581 -0.1727 3.2996
12 H -22.6312 -1.3426 2.8775
13 O -21.6713 -5.1817 4.8012
14 H -22.5540 -5.5062 4.7582
15 H -21.1646 -5.4018 4.0138
16 O -19.3663 -2.6059 3.2439
17 H -19.4753 -1.6616 2.9556
18 H -19.3564 -2.5257 4.1985
19 O -21.1505 -4.6225 0.1905
20 H -21.9834 -5.0442 0.1114
21 H -21.2543 -3.8425 0.6666
22 O -25.3529 -3.1871 3.8020
23 H -25.7673 -2.6599 3.0936
24 H -24.9128 -3.8612 3.2597
25 O -20.2023 -1.8990 5.8097
26 H -19.6943 -1.7374 6.5862
27 H -20.8164 -2.5757 6.0400
28 O -17.9426 -3.4400 0.8841
29 H -18.5557 -2.9735 1.4527
30 H -17.1188 -2.9851 0.9846
31 O -20.2097 -5.5509 2.6483
32 H -19.6031 -4.8809 2.8424
33 H -20.5328 -5.3288 1.7729
34 O -21.9916 -3.1193 2.8533
35 H -21.0753 -2.8351 2.8436
36 H -22.0166 -3.7714 3.6325
37 O -24.0174 -4.5068 1.8810
38 H -23.2885 -3.8687 2.0107
39 H -23.9210 -5.0699 1.0806
40 O -21.0236 -4.1715 7.0923
41 H -21.0742 -4.6481 6.2510
42 H -20.0647 -4.1557 7.2563

=====

Of them, *w* has the lowest stability.

=====

*w*
A 14-piece molecular cluster, H28O14 overall, computed with wB97M-V/def2-TZVPD.

## Properties
Orbital gap   9.43 eV
Molecular weight   252.2 g mol⁻¹
Spin multiplicity   1
HOMO energy   -9.5 eV

CARTESIAN COORDINATES (ANGSTROEM)
1 H -0.7001 -0.2563 -0.8866
2 H -1.9836 0.0514 -0.0839
3 H 4.3986 -0.5171 -3.2380
4 H 3.4163 -1.0971 -2.3743
5 H 2.6868 -3.7655 -1.6962
6 H 2.2871 -3.1685 -0.3605
7 H -1.6342 -1.5048 -2.2153
8 H -2.2452 -2.3346 -1.2601
9 H -0.8464 1.8759 -1.4689
10 H 0.7927 1.6995 -1.6484
11 H -0.3521 0.6151 3.2887
12 H 0.6907 1.5295 3.9088
13 H -0.4009 0.6447 -3.1441
14 H -1.6703 1.0928 -3.8176
15 H -0.7570 2.8110 2.1569
16 H 0.0472 3.6332 3.1408
17 H 4.0904 -1.4045 0.8299
18 H 2.6780 -1.7763 0.4693
19 H -2.4122 -1.8819 3.0163
20 H -1.0702 -1.6147 2.3165
21 H -4.6358 -2.7889 -0.9173
22 H -5.3211 -4.0330 -0.7735
23 H 2.2279 3.0223 -0.8892
24 H 3.6704 2.5322 -1.1406
25 H 1.7230 -2.7833 3.4610
26 H 2.8371 -2.4224 2.6598
27 H -3.6237 3.6829 0.6289
28 H -3.3760 3.2833 -0.7131
29 O -1.1830 -0.5036 -0.0094
30 O 4.1864 -0.5707 -2.2636
31 O 2.0800 -3.0948 -1.3069
32 O -2.4271 -1.5375 -1.6443
33 O -0.0174 2.3294 -1.6662
34 O 0.6034 0.7386 3.2964
35 O -1.0503 1.3405 -3.1167
36 O 0.1225 3.2194 2.3417
37 O 3.2386 -0.9984 0.5073
38 O -2.0071 -1.4319 2.2663
39 O -5.2971 -3.1375 -0.3535
40 O 2.9143 2.4113 -0.5942
41 O 1.9625 -2.1688 2.7284
42 O -3.1903 4.0132 -0.0914

=====

*x*
A 14-piece molecular cluster, H28O14 overall, computed with wB97M-V/def2-TZVPD.

## Properties
Orbital gap   10.89 eV
Molecular weight   252.2 g mol⁻¹
Spin multiplicity   1
HOMO energy   -10.7 eV

CARTESIAN COORDINATES (ANGSTROEM)
1 O 3.9709 1.7940 -1.0908
2 H 4.8415 1.7788 -0.9178
3 H 3.6109 2.5323 -0.6463
4 O -2.7406 -2.9489 0.9295
5 H -3.2055 -3.7798 0.9250
6 H -3.1284 -2.2879 0.4331
7 O -0.6705 -1.3891 1.2903
8 H -1.1981 -0.5479 1.1674
9 H -1.2202 -2.1329 1.5606
10 O 3.0154 -2.1776 -1.9128
11 H 3.3754 -2.5940 -1.1689
12 H 3.6194 -1.5935 -2.3864
13 O 0.6589 2.7482 3.6235
14 H 0.0390 2.0819 3.4157
15 H 1.1401 2.3950 4.3245
16 O -3.9364 -0.9301 -0.5398
17 H -3.5375 -0.2971 -1.0897
18 H -4.7591 -0.3875 -0.2127
19 O 0.0279 2.4396 -3.5308
20 H 0.7799 2.7715 -3.2106
21 H -0.0216 2.2375 -4.4110
22 O -2.3244 1.3300 1.0152
23 H -1.9340 1.3921 0.1096
24 H -1.5478 1.7071 1.5337
25 O 0.2939 -1.6613 -1.6259
26 H 1.0518 -2.0157 -2.1202
27 H 0.2644 -1.7514 -0.6833
28 O 1.4564 -0.4982 2.6906
29 H 0.8729 -0.9148 2.0449
30 H 2.2705 -0.8834 2.5066
31 O 2.9557 3.2062 1.1097
32 H 2.1270 2.7116 1.3233
33 H 2.9423 4.0716 1.5079
34 O -0.8158 0.6959 3.1731
35 H -1.6945 0.2753 2.8966
36 H -0.1767 0.0385 3.3069
37 O -0.9808 -3.7479 -3.7943
38 H -1.4855 -3.9027 -3.0318
39 H -0.3062 -3.0945 -3.5380
40 O -1.0774 1.1633 -1.3793
41 H -0.7315 1.7153 -2.1477
42 H -0.6531 0.2832 -1.1570

=====

Of them, *w* has the lowest stability.